{"formula": "C44H55BKN15O3PS3Se", "method": "wB97M-V/def2-TZVPD", "symbols": ["K", "C", "C", "C", "C", "N", "N", "B", "N", "N", "C", "C", "C", "C", "C", "S", "C", "C", "C", "C", "N", "N", "C", "C", "C", "C", "C", "S", "C", "C", "C", "C", "C", "S", "C", "C", "C", "C", "H", "H", "H", "H", "H", "H", "H", "H", "H", "H", "H", "H", "H", "H", "H", "H", "H", "H", "H", "H", "H", "H", "H", "H", "H", "H", "H", "H", "H", "H", "H", "H", "H", "H", "H", "H", "H", "H", "H", "Se", "N", "C", "C", "C", "C", "C", "N", "C", "C", "N", "C", "C", "C", "C", "C", "N", "H", "H", "H", "H", "H", "H", "O", "N", "C", "C", "N", "C", "N", "N", "C", "P", "O", "O", "C", "N", "H", "H", "H", "H", "H", "H", "H", "H", "H", "H"], "coordinates": [[0.3679, -1.5277, 2.6266], [-3.0720, -3.3122, -0.3387], [-2.6775, -1.8773, -0.4754], [-3.6087, -0.9138, -0.6368], [-3.2315, 0.4545, -0.7238], [-1.9895, 0.8001, -0.6946], [-1.0264, -0.1519, -0.5723], [0.3543, 0.4664, -0.9018], [0.2951, 2.0116, -0.9416], [0.2458, 2.5090, -2.1816], [0.2152, 3.7976, -2.3568], [0.2368, 4.6646, -1.2397], [0.2891, 4.1619, 0.0252], [0.3193, 5.0518, 1.2279], [0.3196, 2.7429, 0.1852], [0.3996, 1.9431, 1.6863], [0.1335, 4.2612, -3.8158], [-1.2287, 3.8192, -4.3795], [0.2697, 5.7779, -3.9304], [1.2540, 3.5842, -4.6199], [0.9135, -0.1157, -2.2497], [0.3845, -0.2961, -3.4485], [1.1567, -0.9042, -4.3193], [2.4698, -1.3296, -3.9693], [2.9837, -1.1511, -2.7180], [4.3391, -1.6090, -2.2718], [2.1065, -0.5095, -1.8307], [2.1016, -0.0835, -0.1536], [0.6115, -1.1426, -5.7223], [1.5123, -0.4118, -6.7310], [-0.8195, -0.6135, -5.8501], [0.6194, -2.6525, -6.0017], [-1.2822, -1.4826, -0.4391], [-0.0433, -2.6214, -0.2924], [-4.2746, 1.5544, -0.8863], [-5.0432, 1.3006, -2.1928], [-5.2414, 1.5102, 0.3040], [-3.6177, 2.9335, -0.9556], [-4.1031, -3.4568, -0.6643], [-2.9942, -3.6186, 0.7066], [-2.4117, -3.9570, -0.9152], [-4.6577, -1.1845, -0.6805], [0.2180, 5.7379, -1.3864], [0.4878, 6.0876, 0.9353], [1.1040, 4.7349, 1.9158], [-0.6328, 4.9946, 1.7675], [-2.0521, 4.2925, -3.8340], [-1.3371, 2.7339, -4.2962], [-1.3088, 4.1023, -5.4338], [-0.5468, 6.3004, -3.4212], [0.2351, 6.0636, -4.9839], [1.2220, 6.1300, -3.5202], [1.1772, 2.4976, -4.5398], [2.2393, 3.8898, -4.2532], [1.1766, 3.8677, -5.6736], [3.0758, -1.8248, -4.7226], [4.8980, -2.0482, -3.0968], [4.2401, -2.3522, -1.4756], [4.9104, -0.7739, -1.8569], [1.5574, 0.6579, -6.5044], [1.1083, -0.5300, -7.7403], [2.5333, -0.8065, -6.7306], [-0.8626, 0.4639, -5.6654], [-1.4878, -1.1029, -5.1374], [-1.1836, -0.8096, -6.8623], [1.6295, -3.0728, -5.9715], [0.2080, -2.8450, -6.9961], [0.0053, -3.1832, -5.2689], [-5.5836, 0.3503, -2.1678], [-4.3587, 1.2838, -3.0461], [-5.7745, 2.0973, -2.3536], [-5.7480, 0.5434, 0.3792], [-6.0078, 2.2815, 0.1905], [-4.7077, 1.6909, 1.2433], [-2.9144, 2.9904, -1.7892], [-3.0646, 3.1544, -0.0376], [-4.3906, 3.6962, -1.0920], [6.9134, -3.6280, 6.9059], [6.4148, -4.0754, 5.2655], [5.4661, -3.2479, 4.9327], [4.7764, -3.2852, 3.6439], [5.1216, -4.1950, 2.6435], [4.4237, -4.1812, 1.4613], [3.3773, -3.2733, 1.3253], [3.0375, -2.3976, 2.2574], [3.7389, -2.3825, 3.4016], [3.3954, -1.3328, 4.3984], [2.4643, -0.4270, 4.0514], [2.1985, 0.5556, 4.8997], [2.8001, 0.6870, 6.1474], [3.7410, -0.2469, 6.5149], [4.0642, -1.2696, 5.6250], [5.1022, -2.2569, 5.9224], [5.7573, -2.2921, 7.0469], [5.9314, -4.8920, 2.8259], [4.6584, -4.8726, 0.6618], [2.7685, -3.2614, 0.4215], [1.4771, 1.2937, 4.5569], [2.5363, 1.5057, 6.8050], [4.2533, -0.2023, 7.4687], [-1.2600, -3.3809, 3.5638], [-1.8574, -4.3311, 2.8692], [-1.0233, -5.1083, 2.3027], [-1.5483, -6.1567, 1.4578], [-1.9592, -6.9987, 0.7911], [0.4087, -4.9858, 2.4554], [1.5402, -4.8665, 2.6207], [-1.2748, 2.4656, 4.1998], [-2.4796, 1.7663, 3.6280], [-2.1041, -0.0646, 3.6608], [-0.9540, -0.1392, 4.6511], [-1.8815, -0.6480, 2.3119], [-3.5945, -0.7812, 4.4208], [-3.1754, -2.0793, 4.9917], [-1.4933, 3.2607, 4.7851], [-0.6493, 2.7293, 3.4194], [-0.7750, 1.7197, 4.7336], [-2.6511, 2.0977, 2.6061], [-3.3422, 1.9913, 4.2499], [-4.3213, -0.9474, 3.6263], [-4.0318, -0.1163, 5.1677], [-3.9642, -2.6630, 5.2347], [-2.6322, -1.9201, 5.8334], [-2.0342, -2.8809, 4.0008]], "forces_ev_per_a": [[1.1111, -0.0974, -0.2481], [0.0358, 0.0214, -0.0257], [0.0739, 0.0282, 0.0481], [-0.1499, 0.0807, 0.0435], [-0.0713, -0.0028, 0.0335], [0.2087, -0.0407, 0.1128], [-0.0305, 0.1577, -0.2120], [-0.1687, -0.2277, -0.1263], [0.1177, -0.1103, -0.2537], [-0.0254, -0.2013, 0.0971], [-0.0015, 0.1212, -0.1278], [-0.0123, 0.1019, 0.0219], [0.0199, 0.1012, 0.0683], [-0.0407, -0.0052, -0.0227], [-0.1168, -0.0195, 0.0702], [0.0614, 0.0898, -0.0485], [-0.0437, -0.1273, 0.0658], [0.0198, -0.0147, 0.0523], [-0.0002, 0.0571, 0.0352], [0.0137, 0.0063, 0.0546], [-0.1290, 0.0218, 0.0990], [0.0837, -0.0359, 0.0493], [-0.0526, 0.0411, -0.0317], [0.0310, -0.0603, -0.2068], [0.3226, -0.1465, 0.0261], [-0.0951, 0.0593, 0.0310], [-0.1108, 0.0322, 0.0949], [0.1351, 0.1788, 0.0283], [-0.0023, 0.0382, 0.0663], [0.0206, 0.0053, 0.0067], [0.0264, 0.0207, 0.0488], [0.0007, -0.0416, -0.0056], [0.0690, 0.0812, -0.0619], [-0.2494, -0.1051, -0.1649], [0.0655, -0.0499, -0.0421], [-0.0220, -0.0034, 0.0058], [-0.0328, -0.0359, 0.0070], [0.0226, -0.0277, 0.0299], [0.0549, 0.0246, 0.0357], [0.0343, -0.0021, -0.0225], [0.0030, -0.0210, -0.0045], [0.0429, 0.0110, -0.0331], [0.0066, -0.0723, 0.0075], [-0.0298, -0.0280, 0.0173], [-0.0107, 0.0102, -0.0173], [0.0824, -0.0121, -0.0397], [0.0635, -0.0370, -0.0585], [-0.0024, 0.0862, -0.0161], [0.0120, -0.0193, 0.1121], [0.0765, -0.0365, -0.0587], [0.0041, -0.0075, 0.0678], [-0.0876, -0.0164, -0.0445], [0.0047, 0.0637, -0.0220], [-0.0765, -0.0322, -0.0391], [0.0078, -0.0173, 0.0930], [-0.0787, 0.0488, 0.0656], [-0.0189, 0.0201, 0.0322], [0.0021, 0.0390, -0.0480], [-0.0457, -0.0460, -0.0468], [-0.0021, -0.0745, -0.0419], [0.0485, -0.0059, 0.0907], [-0.0973, 0.0442, -0.0077], [-0.0029, -0.1101, -0.0212], [0.0475, 0.0490, -0.0658], [0.0345, 0.0205, 0.0887], [-0.1045, 0.0406, -0.0095], [0.0462, 0.0121, 0.0714], [0.0424, 0.0190, -0.0593], [0.0438, 0.0708, -0.0189], [-0.0597, 0.0093, 0.0628], [0.0356, -0.0617, 0.0030], [0.0368, 0.0974, 0.0134], [0.0444, -0.0488, 0.0200], [-0.0454, -0.0204, -0.0649], [-0.0323, 0.0181, 0.0477], [-0.0136, -0.0051, -0.0602], [0.0736, -0.0660, 0.0175], [0.4907, -0.2775, 0.4609], [-0.0007, 0.0169, -0.0066], [-0.3129, 0.2270, -0.1928], [0.0163, 0.0020, 0.1224], [0.0978, -0.0436, 0.1299], [0.0573, -0.0096, -0.0946], [-0.0361, 0.2278, -0.0633], [0.2921, 0.0299, 0.0249], [-0.1711, 0.1005, -0.1780], [-0.0626, 0.0979, -0.1518], [0.1928, 0.0463, 0.2293], [0.0320, -0.0957, -0.1387], [-0.0064, 0.0431, 0.0451], [0.0999, -0.0577, 0.0775], [0.0595, -0.0916, -0.0171], [-0.2708, 0.0719, -0.3383], [0.0009, 0.0135, -0.0089], [-0.0511, 0.0314, -0.0268], [-0.0274, 0.0369, 0.0358], [0.0502, 0.0164, 0.1067], [0.0455, -0.1195, 0.0284], [0.0148, -0.0298, -0.0496], [-0.0355, 0.0168, -0.0425], [-0.4703, 0.5686, 0.8293], [-0.2133, -0.2272, -0.2264], [0.2375, -0.8395, -0.6938], [-0.0113, -0.0724, 0.0445], [0.1288, 0.2570, 0.1510], [-0.0338, 0.0846, 0.0339], [-0.4229, -0.2839, 0.1372], [-0.3326, -0.5299, 0.0241], [0.0853, -0.0121, -0.0770], [0.2265, 0.2373, 0.3936], [-0.3483, 0.2658, -0.0219], [-0.9571, 0.3594, -0.1404], [0.0668, -0.3584, 0.1254], [0.0905, 0.1131, -0.2599], [-0.0786, 0.1497, 0.0788], [0.2287, 0.1037, -0.3312], [-0.0709, -0.0771, 0.0781], [0.0862, 0.1321, 0.0165], [-0.0300, 0.0493, 0.0032], [-0.0533, -0.0457, 0.0216], [-0.0375, 0.0598, 0.0477], [-0.1129, 0.0146, 0.0016], [0.0322, 0.0071, -0.0094], [0.2909, -0.0441, 0.1571]], "multiplicity": 1, "molar_mass_da": 1098.1, "e_homo_ha": -0.36077, "total_charge": 1, "gap_ha": 0.277}